{
  "formula": "C19H43BClF4N3O13P3",
  "method": "the ωB97M-V functional and the def2-TZVPD basis",
  "lumo_energy_ev": -4.61,
  "total_charge": 1,
  "energy_ha": -3800.5464,
  "homo_lumo_gap_ha": 0.2558,
  "species": ["C", "N", "B", "O", "O", "C", "N", "C", "O", "C", "F", "F", "F", "C", "C", "O", "Cl", "N", "F", "P", "C", "O", "H", "H", "H", "H", "H", "H", "H", "H", "H", "H", "H", "H", "H", "O", "P", "O", "C", "C", "O", "C", "C", "O", "C", "C", "H", "H", "H", "H", "H", "H", "H", "H", "H", "H", "H", "H", "H", "H", "H", "O", "P", "O", "C", "C", "O", "C", "C", "O", "C", "C", "H", "H", "H", "H", "H", "H", "H", "H", "H", "H", "H", "H", "H", "H", "H"],
  "xyz": [[-4.0600, 2.8366, 1.8184], [-2.5995, 2.8667, 1.5460], [-1.7100, 3.1821, 2.7434], [-1.5762, 4.4527, 3.2574], [-1.1198, 2.0820, 3.2842], [-2.1062, 2.6196, 0.3995], [-3.0121, 2.2794, -0.6342], [-2.6438, 1.0550, -1.3476], [-2.3831, 0.0882, -0.3075], [-1.7652, -1.0171, -0.7896], [-1.7552, -1.9058, 0.2021], [-0.4935, -0.7894, -1.1248], [-2.3922, -1.5799, -1.8204], [-3.4131, 3.4185, -1.4954], [-3.5510, 3.1120, -3.0049], [-2.8013, 3.3945, -3.8386], [-5.0802, 2.2736, -3.4837], [-0.6746, 2.7006, 0.3269], [-0.0628, 1.4399, 0.3247], [-0.1049, 3.7961, -0.8834], [1.7459, 3.9220, -0.7064], [-0.3084, 3.1558, -2.4089], [-4.3913, 1.7884, 1.6700], [-4.6007, 3.4366, 1.0729], [-4.2935, 3.1112, 2.8571], [-0.6380, 4.6875, 3.1462], [-0.3892, 2.3359, 3.8700], [-3.4768, 0.6285, -1.9360], [-1.7561, 1.2244, -1.9932], [-2.7743, 4.3166, -1.4026], [-4.4218, 3.7423, -1.1573], [2.1050, 4.5470, -1.5446], [2.0479, 4.2966, 0.2807], [2.1363, 2.9037, -0.9223], [-0.5700, 3.9207, -2.9521], [3.4160, 0.1002, -3.0066], [4.0709, -0.1266, -4.3460], [4.4663, 1.4260, -4.7489], [5.5790, 2.0231, -4.0825], [6.8971, 1.3803, -4.4740], [2.6819, -0.3381, -5.2081], [1.4230, -0.5668, -4.5882], [0.6912, 0.7416, -4.3725], [4.9566, -0.7390, -5.6118], [4.4475, -1.0058, -6.9250], [4.1147, 0.2446, -7.7094], [5.4309, 1.9698, -2.9988], [5.5889, 3.0769, -4.3641], [6.9463, 0.3426, -4.1308], [7.7358, 1.9211, -4.0334], [7.0144, 1.3671, -5.5577], [1.5351, -1.1262, -3.6596], [0.8430, -1.1993, -5.2643], [1.3011, 1.4676, -3.8350], [-0.2332, 0.5790, -3.8124], [0.4383, 1.1978, -5.3326], [3.6066, -1.6962, -6.8793], [5.2434, -1.5412, -7.4482], [3.3443, 0.8466, -7.2318], [3.7614, -0.0267, -8.7063], [4.9977, 0.8781, -7.8131], [-3.1432, -2.1404, 5.3493], [-2.4938, -3.4860, 5.5506], [-1.2951, -3.0841, 6.6118], [-1.6634, -2.8378, 7.9698], [-2.1326, -4.0968, 8.6760], [-1.6640, -3.5154, 4.1259], [-1.9396, -2.6151, 3.0605], [-1.0529, -1.3875, 3.1578], [-2.2084, -5.1114, 5.7560], [-1.3135, -5.9002, 4.9625], [0.1460, -5.5729, 5.1925], [-2.4366, -2.0638, 8.0067], [-0.7783, -2.4456, 8.4720], [-3.0664, -4.4669, 8.2422], [-2.3067, -3.9025, 9.7353], [-1.3944, -4.8932, 8.5789], [-2.9972, -2.3521, 3.0292], [-1.7233, -3.1433, 2.1320], [-1.1164, -0.9159, 4.1393], [-1.3231, -0.6513, 2.3982], [-0.0067, -1.6667, 3.0116], [-1.5837, -5.8468, 3.9089], [-1.4871, -6.9367, 5.2617], [0.3892, -4.5426, 4.9413], [0.7727, -6.2264, 4.5821], [0.4101, -5.7174, 6.2418]],
  "forces_ev_per_a": [[-0.52, -1.00, -0.55], [-0.88, 0.66, 1.06], [1.13, -0.46, 1.06], [0.25, -0.57, -1.31], [-0.03, 0.82, -0.76], [-0.41, -0.69, -0.49], [0.78, -0.10, -0.43], [0.32, -0.60, -0.13], [-0.09, 0.73, -0.85], [0.50, -1.05, 1.19], [-0.07, 0.08, -0.13], [-0.18, 0.16, -0.43], [-0.05, 0.41, -0.31], [-1.51, 0.84, 0.19], [-1.77, -1.02, 1.35], [1.69, 0.83, -1.31], [0.39, 0.27, 0.56], [0.75, 0.50, -1.08], [-0.11, -0.70, 0.30], [0.00, 1.89, -0.30], [-0.61, -1.59, -0.50], [0.39, 0.23, 1.22], [0.21, 0.51, 0.10], [0.24, 0.02, 0.57], [0.36, 0.21, -0.49], [-0.36, 0.42, 0.48], [-0.37, -0.35, 0.25], [0.21, 0.85, 0.18], [-0.26, -0.32, 0.35], [0.10, -0.70, -0.05], [0.47, -0.17, -0.33], [-0.38, -0.01, 0.57], [-0.11, -0.12, -0.43], [0.10, 0.55, 0.42], [-0.17, -0.51, -0.16], [3.03, -2.30, 0.81], [-4.73, 4.15, -4.50], [0.45, -0.64, 0.48], [0.26, 0.19, 0.09], [-0.01, -0.13, 0.00], [0.54, -0.56, 0.12], [-0.30, 0.11, 0.10], [-0.04, 0.21, -0.10], [0.80, -0.65, 3.13], [-0.32, -0.61, -0.78], [0.05, 0.37, 0.21], [-0.03, 0.01, -0.02], [-0.16, -0.05, -0.07], [0.05, 0.04, 0.01], [-0.05, 0.01, 0.02], [0.00, 0.05, 0.03], [0.10, 0.15, 0.03], [0.15, 0.02, -0.13], [0.05, -0.18, 0.13], [0.01, -0.02, -0.03], [-0.05, -0.07, 0.01], [-0.06, 0.16, 0.14], [0.17, 0.06, 0.31], [-0.04, -0.12, 0.04], [0.09, -0.11, 0.04], [0.01, -0.08, -0.06], [-2.87, -2.22, 1.47], [7.13, 1.59, -2.57], [-0.89, -0.28, 0.11], [-0.02, 0.06, 0.36], [-0.07, -0.07, -0.09], [-0.59, -0.51, 0.17], [0.15, 0.29, -0.09], [0.17, 0.08, 0.06], [-2.86, 1.34, 0.86], [0.23, -0.70, -0.70], [0.08, 0.32, 0.27], [0.04, 0.01, -0.03], [0.05, 0.01, -0.18], [0.00, 0.01, 0.06], [0.00, 0.04, -0.03], [0.01, 0.05, 0.03], [0.05, 0.06, 0.17], [0.08, -0.20, 0.16], [-0.22, -0.05, -0.01], [0.02, -0.02, 0.03], [-0.04, -0.01, -0.08], [0.03, 0.21, 0.06], [-0.23, 0.16, 0.23], [-0.10, -0.02, -0.09], [-0.12, -0.08, 0.02], [-0.01, -0.09, -0.04]]
}